# 1
The following is a DFT calculation (ωB97M-V/def2-TZVPD) of 2 unconnected molecules or ions with the total composition C26H31N3O3.

```
63
Properties=species:S:1:pos:R:3
O 3.084 1.176 -1.086
C 3.461 -0.010 -1.238
O 3.956 -0.877 -0.491
C 3.160 -0.596 -2.657
C 4.042 -1.793 -3.058
C 3.218 -2.974 -2.689
C 1.920 -2.549 -2.344
C 0.983 -3.453 -1.846
C 1.310 -4.814 -1.825
C 2.592 -5.244 -2.202
C 3.559 -4.320 -2.622
N 1.842 -1.157 -2.417
C 0.783 -0.360 -2.148
C -0.541 -0.824 -2.170
C -1.604 -0.237 -1.520
C -2.852 -0.928 -1.347
C -3.778 -0.642 -0.296
C -4.907 -1.430 -0.070
C -5.183 -2.533 -0.890
C -4.316 -2.824 -1.954
C -3.200 -2.027 -2.198
H 3.136 0.211 -3.389
H 4.221 -1.766 -4.140
H 5.012 -1.781 -2.555
H 0.030 -3.095 -1.468
H 0.563 -5.540 -1.502
H 2.839 -6.308 -2.160
H 4.570 -4.624 -2.900
H 1.017 0.700 -1.998
H -0.716 -1.736 -2.745
H -1.432 0.796 -1.030
H -3.580 0.202 0.366
H -5.577 -1.184 0.758
H -6.062 -3.148 -0.708
H -4.519 -3.679 -2.601
H -2.571 -2.245 -3.064
C 1.907 2.318 6.381
C 1.197 2.852 5.149
C 1.306 1.880 3.980
N 0.871 2.442 2.711
C 0.045 1.762 1.897
C -0.379 2.429 0.572
C -0.809 3.902 0.694
C -2.214 4.014 0.084
C -2.713 2.587 -0.155
N -1.569 1.678 0.097
O -0.420 0.661 2.211
H 1.799 3.017 7.213
H 1.490 1.354 6.691
H 2.976 2.181 6.186
H 0.131 3.001 5.362
H 1.612 3.825 4.859
H 2.343 1.535 3.866
H 0.677 1.003 4.158
H 1.246 3.338 2.425
H 0.461 2.294 -0.129
H -0.832 4.229 1.745
H -0.086 4.526 0.163
H -2.892 4.533 0.768
H -2.207 4.546 -0.871
H -3.547 2.347 0.518
H -3.069 2.400 -1.175
H -1.782 0.960 0.804
```

Output
2S+1 ... 1
Lowest unoccupied orbital energy ... -1.23 eV
Gap between HOMO and LUMO ... 6.301 eV
ΔE to the lowest compared entry with this formula, charge and spin ... 122.6 kcal per mole
Net charge ... 0

***

# 2
The following is a DFT calculation (ωB97M-V/def2-TZVPD) of C26H31N3O5 in the gas phase.

```
65
Properties=species:S:1:pos:R:3
C 1.719 -1.019 -2.315
H 1.906 -0.855 -3.381
O 0.337 -1.028 -2.034
C -0.468 -1.934 -2.664
C 0.011 -3.004 -3.410
C -0.857 -3.936 -3.952
C -2.219 -3.813 -3.759
C -2.708 -2.732 -3.049
C -1.860 -1.775 -2.510
N -2.463 -0.679 -1.848
C -1.845 0.622 -2.008
H -1.579 0.752 -3.058
C -2.860 1.687 -1.582
N -3.211 1.457 -0.197
C -2.514 1.969 0.843
O -2.602 1.518 1.978
C -1.571 3.087 0.525
C -1.988 4.323 0.054
C -1.058 5.296 -0.267
C 0.295 5.028 -0.135
C 0.726 3.810 0.359
C -0.204 2.841 0.716
N 0.172 1.623 1.293
C 1.311 0.918 1.083
O 2.163 1.222 0.273
C 1.426 -0.303 1.984
C 1.735 0.162 3.414
C 1.942 -1.039 4.330
C 3.098 -1.888 3.814
C 2.797 -2.385 2.405
H 3.632 -2.980 2.028
H 1.912 -3.027 2.429
C 2.522 -1.226 1.437
C 3.798 -0.456 1.156
O 4.388 0.259 1.922
O 4.285 -0.757 -0.055
H 5.089 -0.241 -0.223
H 2.192 -1.635 0.478
H 4.006 -1.283 3.801
H 3.265 -2.741 4.475
H 2.156 -0.691 5.342
H 1.029 -1.639 4.366
H 2.645 0.763 3.399
H 0.916 0.783 3.784
H 0.476 -0.851 1.985
H -0.538 1.222 1.897
H 1.776 3.601 0.477
H 1.022 5.780 -0.403
H -1.389 6.258 -0.629
H -3.045 4.517 -0.057
C -3.842 0.163 -0.023
H -4.089 0.039 1.032
C -2.869 -0.929 -0.478
H -3.350 -1.907 -0.427
H -1.999 -0.931 0.202
H -4.753 0.134 -0.625
H -2.438 2.682 -1.715
H -3.770 1.596 -2.181
H -0.938 0.746 -1.397
H -3.771 -2.603 -2.912
H -2.899 -4.543 -4.172
H -0.458 -4.763 -4.520
H 1.073 -3.129 -3.556
H 2.205 -1.947 -1.999
H 2.127 -0.189 -1.739
```

Output
Structure (SMILES) ... COc1ccccc1N1CCN(C(=O)c2ccccc2NC(=O)[C@@H]2CCCC[C@@H]2C(=O)O)CC1
2S+1 ... 1
Lowest unoccupied orbital energy ... 0.70 eV
Gap between HOMO and LUMO ... 8.884 eV
ΔE to the lowest compared entry with this formula, charge and spin ... 3.6 kcal per mole
Net charge ... 0

***

# 3
The following is a DFT calculation (ωB97M-V/def2-TZVPD) of 2 unconnected molecules or ions with the total composition C26H31OSi.

```
59
Properties=species:S:1:pos:R:3
C 2.156 4.680 2.279
Si 2.136 2.818 2.053
C 1.480 2.407 0.345
C 3.873 2.137 2.237
C 1.040 2.021 3.406
C -0.160 1.293 2.825
C -0.009 -0.030 2.519
C -1.387 2.054 2.527
C -1.508 3.434 2.817
C -2.677 4.135 2.527
C -3.758 3.481 1.929
C -3.650 2.123 1.607
C -2.478 1.421 1.895
H 2.535 4.951 3.273
H 2.819 5.128 1.527
H 1.157 5.117 2.154
H 1.450 1.322 0.185
H 0.465 2.798 0.200
H 2.132 2.852 -0.419
H 3.883 1.046 2.121
H 4.525 2.572 1.468
H 4.289 2.387 3.222
H 1.705 1.316 3.924
H 0.766 2.809 4.121
H -0.802 -0.639 2.095
H 0.930 -0.534 2.750
H -0.682 3.971 3.285
H -2.732 5.195 2.782
H -4.678 4.025 1.715
H -4.481 1.599 1.133
H -2.408 0.368 1.631
C -0.186 -1.597 -7.331
O -1.071 -0.946 -6.382
C -0.975 -1.350 -5.090
C -1.803 -0.710 -4.129
C -1.723 -1.085 -2.814
C -0.838 -2.121 -2.357
C -0.856 -2.420 -0.976
C -0.125 -3.363 -0.202
C -0.474 -3.450 1.183
C 0.145 -4.342 2.043
C 1.129 -5.219 1.559
C 1.503 -5.153 0.209
C 0.916 -4.229 -0.651
C -0.041 -2.759 -3.350
C -0.089 -2.375 -4.674
H -0.422 -1.115 -8.277
H 0.872 -1.436 -7.064
H -0.387 -2.680 -7.384
H -2.480 0.070 -4.473
H -2.352 -0.590 -2.077
H -1.598 -1.848 -0.417
H -1.252 -2.782 1.553
H -0.139 -4.363 3.098
H 1.599 -5.941 2.227
H 2.268 -5.832 -0.174
H 1.269 -4.177 -1.672
H 0.626 -3.575 -3.106
H 0.555 -2.869 -5.408
```

Output
2S+1 ... 1
Lowest unoccupied orbital energy ... -5.55 eV
Gap between HOMO and LUMO ... 4.722 eV
ΔE to the lowest compared entry with this formula, charge and spin ... 0.0 kcal per mole
Net charge ... +1

***

# 4
The following is a DFT calculation (ωB97M-V/def2-TZVPD) of a molecular structure, C26H32AuN2OP2.

```
64
Properties=species:S:1:pos:R:3
C -1.846 -2.912 2.503
C -0.821 -2.688 1.595
C -1.164 -2.373 0.240
C -2.459 -1.813 -0.064
C -3.401 -1.780 1.006
C -3.132 -2.417 2.213
C -2.648 -1.310 -1.363
C -1.589 -1.280 -2.287
C -0.335 -1.875 -1.883
C 0.849 -1.682 -2.669
C 0.707 -1.253 -3.981
C -0.520 -0.712 -4.409
C -1.614 -0.638 -3.558
H -1.637 -3.423 3.445
H -4.365 -1.294 0.842
H -3.917 -2.553 2.958
H -3.620 -0.901 -1.642
H 1.563 -1.293 -4.657
H -0.603 -0.362 -5.440
H -2.527 -0.116 -3.861
N -0.205 -2.475 -0.691
Au 0.732 2.197 0.836
C 0.644 -2.584 1.987
H 1.271 -2.918 1.147
H 0.870 -3.170 2.894
C 2.200 -1.804 -1.984
H 2.189 -2.680 -1.318
H 3.028 -1.870 -2.706
P 1.083 -0.791 2.337
P 2.417 -0.317 -0.858
C 2.864 0.930 -2.121
H 3.094 1.872 -1.606
H 3.736 0.592 -2.698
H 2.021 1.103 -2.800
C 4.091 -0.631 -0.171
H 4.843 -0.592 -0.972
H 4.308 0.150 0.572
H 4.118 -1.610 0.327
C -0.075 -0.289 3.621
H 0.011 -1.008 4.447
H 0.178 0.724 3.959
H -1.097 -0.294 3.219
C 2.709 -0.783 3.102
H 3.089 0.246 3.156
H 2.576 -1.188 4.114
H 3.409 -1.408 2.531
C 2.518 2.562 1.455
O 3.572 2.807 1.857
H 1.063 0.584 1.469
C -0.544 2.552 -2.414
C -1.412 2.920 -1.284
C -2.658 3.586 -1.348
C -3.141 3.685 -0.028
C -2.169 3.089 0.812
C -2.228 2.886 2.268
N -1.113 2.679 0.039
H -0.224 1.506 -2.349
H 0.351 3.184 -2.481
H -1.113 2.662 -3.347
H -3.097 3.945 -2.271
H -4.056 4.135 0.339
H -2.879 3.648 2.713
H -2.652 1.900 2.508
H -1.243 2.944 2.746
```

Output
2S+1 ... 3
Lowest unoccupied orbital energy (spin up / spin down) ... -4.19 / -5.58 eV
Gap between HOMO and LUMO (spin up / spin down) ... 4.279 / 3.767 eV
Net charge ... +1

***

# 5
The following is a DFT calculation (ωB97M-V/def2-TZVPD) of a molecular structure, C26H32BF4LiO10.

```
74
Properties=species:S:1:pos:R:3
Li -0.911 2.959 0.406
B -1.094 -0.304 -0.350
F -1.648 -0.946 0.702
F -1.478 1.015 -0.290
F 0.278 -0.431 -0.313
F -1.440 -0.744 -1.587
C -1.918 -1.883 -4.501
O -2.500 -0.825 -3.887
H -2.081 -1.849 -5.544
H -1.882 -2.801 -3.880
H -0.855 -1.776 -4.424
H -2.005 -0.805 -3.100
C -3.258 2.769 2.237
O -2.244 3.604 2.058
H -2.989 1.947 3.040
H -3.147 2.144 1.481
H -4.159 3.303 2.521
H -2.546 4.484 2.483
C 4.397 -1.613 3.448
C 2.971 -1.530 3.473
C 2.361 -1.605 2.183
C 2.992 -1.920 1.005
C 4.396 -2.063 1.086
C 5.101 -1.826 2.346
O 6.480 -2.034 2.582
O 1.025 -1.348 2.273
H 4.927 -1.456 4.572
H 2.471 -1.006 4.380
H 2.490 -1.954 0.006
H 4.958 -2.310 0.070
H 6.885 -2.152 1.622
H 0.449 -1.217 1.621
C -5.121 -4.062 -0.501
C -3.893 -3.383 -0.458
C -2.687 -3.973 -0.949
C -2.721 -5.258 -1.391
C -3.974 -5.871 -1.486
C -5.133 -5.254 -1.039
O -6.402 -5.915 -1.227
O -1.578 -3.484 -0.605
H -5.958 -3.546 -0.080
H -3.833 -2.591 0.068
H -1.790 -5.750 -1.499
H -3.944 -6.931 -1.591
H -7.209 -5.435 -0.737
H -1.510 -2.837 -0.125
C 3.413 2.231 3.326
C 2.298 1.829 2.503
C 1.010 2.353 2.777
C 0.846 3.515 3.613
C 1.963 4.068 4.245
C 3.191 3.327 4.115
O 4.197 3.887 4.794
O -0.011 1.975 1.923
H 4.145 1.597 3.059
H 2.481 1.141 1.773
H -0.067 3.996 3.553
H 1.833 5.035 4.633
H 4.161 4.644 5.411
H 0.068 1.016 2.073
C 2.097 2.659 -3.583
C 1.604 3.597 -4.555
C 0.210 3.633 -4.765
C -0.665 2.840 -4.072
C -0.198 2.020 -3.029
C 1.146 1.906 -2.798
O 1.644 1.158 -1.897
O -0.311 4.348 -5.814
H 3.154 2.385 -3.388
H 2.258 4.037 -5.178
H -1.492 2.812 -4.398
H -0.882 1.393 -2.559
H 1.122 0.447 -1.603
H 0.478 4.611 -6.252
```

Output
2S+1 ... 1
Lowest unoccupied orbital energy ... -0.79 eV
Gap between HOMO and LUMO ... 6.679 eV
ΔE to the lowest compared entry with this formula, charge and spin ... 41.8 kcal per mole
Net charge ... 0

***

# 6
The following is a DFT calculation (ωB97M-V/def2-TZVPD) of a molecular structure, C26H32BrGeIrNO5Se.

```
68
Properties=species:S:1:pos:R:3
Ir 0.908 -0.058 -0.781
O 3.482 1.215 5.057
C 3.074 0.915 3.933
C 3.482 -0.412 3.212
O 4.201 -1.285 3.661
C 2.758 -0.446 1.931
C 2.000 0.768 1.837
O 1.279 1.122 0.874
C 2.157 1.618 3.046
O 1.547 2.703 3.216
O 2.924 -1.402 1.045
C -2.648 0.393 -4.398
C -1.474 -0.447 -3.978
C -1.398 -1.808 -4.332
C -0.165 -2.460 -4.140
C 0.799 -1.848 -3.397
Br 2.574 -2.569 -3.449
N 0.634 -0.649 -2.765
C -0.431 0.098 -3.279
H -2.902 0.219 -5.446
H -2.439 1.457 -4.277
H -3.533 0.154 -3.803
H -2.204 -2.290 -4.869
H 0.049 -3.409 -4.612
H -0.389 1.163 -3.075
C 0.869 3.437 -1.767
Ge -0.794 3.782 -0.811
C -0.433 4.444 0.980
C -1.792 5.161 -1.788
C -2.042 2.244 -0.890
Se -1.595 0.504 -0.125
C -1.441 1.119 1.714
H 1.498 4.327 -1.709
H 0.690 3.217 -2.821
H 1.421 2.610 -1.316
H 0.026 5.431 0.888
H 0.256 3.805 1.538
H -1.358 4.553 1.549
H -1.213 6.086 -1.838
H -2.738 5.379 -1.288
H -2.007 4.837 -2.808
H -2.253 2.044 -1.942
H -2.988 2.539 -0.431
H -0.722 1.929 1.776
H -1.082 0.282 2.306
H -2.427 1.426 2.058
C 1.973 -4.061 0.971
C 1.027 -2.900 0.604
C 0.148 -3.386 -0.550
C 1.881 -1.723 0.060
C 0.179 -2.536 1.820
C -1.203 -2.377 1.724
C -1.979 -2.086 2.839
C -1.386 -1.921 4.081
C -0.012 -2.080 4.199
C 0.753 -2.404 3.088
H 2.499 -4.392 0.072
H 1.406 -4.906 1.370
H 2.721 -3.768 1.704
H 0.777 -3.741 -1.365
H -0.491 -2.599 -0.951
H -0.481 -4.217 -0.221
H 2.474 -2.146 -0.747
H -1.695 -2.489 0.767
H -3.050 -1.971 2.726
H -1.986 -1.675 4.949
H 0.473 -1.956 5.159
H 1.814 -2.564 3.219
```

Output
2S+1 ... 5
Lowest unoccupied orbital energy (spin up / spin down) ... 2.18 / 0.71 eV
Gap between HOMO and LUMO (spin up / spin down) ... 5.377 / 5.865 eV
ΔE to the lowest compared entry with this formula, charge and spin ... 0.0 kcal per mole
Net charge ... -1

***

| no. | strongest force on any atom (eV Å⁻¹) | E (a.u.) |
| --- | --- | --- |
| 1 | 3.4 | -1399.2623 |
| 2 | 0.7 | -1549.8976 |
| 3 | 1.9 | -1373.8097 |
| 4 | 4.1 | -2012.7471 |
| 5 | 13.6 | -2194.1175 |
| 6 | 0.7 | -8597.5045 |